{"formula": "C38H25BaClIN7O8", "method": "ωB97M-V with the def2-TZVPD basis set", "gap_ev": 5.0, "total_charge": -2, "species": ["Ba", "O", "C", "N", "C", "C", "C", "C", "C", "C", "N", "C", "O", "C", "C", "C", "C", "C", "N", "C", "C", "C", "C", "C", "N", "H", "H", "H", "H", "H", "H", "H", "H", "H", "H", "H", "H", "O", "C", "O", "C", "C", "Cl", "N", "N", "C", "C", "O", "O", "C", "C", "C", "C", "C", "C", "H", "H", "H", "H", "H", "H", "C", "C", "N", "H", "H", "H", "I", "C", "C", "C", "C", "C", "C", "C", "O", "O", "H", "H", "H", "H"], "xyz": [[-0.319227, 0.687473, -1.183600], [0.539173, 0.197173, -5.649000], [0.424273, 0.227073, -4.410400], [-0.635227, 0.193373, -3.622300], [-1.915827, 0.018773, -4.112500], [-2.193927, -0.357527, -5.430700], [-3.482127, -0.509427, -5.907800], [-4.551427, -0.267127, -5.065300], [-4.307127, 0.078973, -3.750800], [-3.014327, 0.205573, -3.234000], [-2.819927, 0.625473, -1.928600], [-3.732927, 0.340173, -1.027400], [-4.640827, -0.520827, -1.037600], [-3.767827, 1.275773, 0.150500], [-4.967627, 1.983873, 0.284500], [-5.148327, 2.815173, 1.367800], [-4.110927, 2.925773, 2.284500], [-2.959227, 2.191573, 2.060300], [-2.785327, 1.373873, 1.032700], [1.713473, 0.286873, -3.634500], [2.775173, -0.502527, -4.076500], [3.967373, -0.471727, -3.386200], [4.081673, 0.407973, -2.320100], [2.989673, 1.192573, -1.987800], [1.823873, 1.114373, -2.604800], [-1.364527, -0.530627, -6.095400], [-3.647727, -0.790727, -6.942900], [-5.571927, -0.343027, -5.426600], [-5.143327, 0.275773, -3.094900], [-5.736927, 1.844573, -0.461000], [-6.078727, 3.352873, 1.506600], [-4.210427, 3.544973, 3.163700], [-2.128827, 2.254873, 2.751300], [2.636073, -1.137727, -4.937500], [4.796873, -1.108927, -3.673500], [4.996173, 0.477273, -1.750200], [3.044173, 1.882073, -1.158900], [1.123673, 5.533873, 2.839600], [1.188673, 4.557573, 3.699800], [1.490173, 4.741873, 4.866200], [0.873373, 3.188373, 3.205300], [0.947573, 2.043273, 3.981500], [1.340873, 2.000673, 5.635500], [0.574973, 0.978973, 3.217200], [0.262973, 1.401473, 1.992300], [0.441573, 2.697573, 1.935400], [0.202473, 3.420273, 0.629600], [0.405573, 4.662773, 0.619900], [-0.173227, 2.749073, -0.329400], [0.569373, -0.399227, 3.480100], [1.190473, -0.941227, 4.601000], [1.208773, -2.311627, 4.783200], [0.619673, -3.151827, 3.856500], [-0.004927, -2.608427, 2.745700], [-0.040627, -1.241727, 2.552300], [0.828673, 5.198273, 1.854700], [1.668373, -0.310727, 5.331300], [1.704573, -2.716027, 5.655000], [0.660173, -4.222327, 3.997200], [-0.454827, -3.256127, 2.009200], [-0.494827, -0.819527, 1.671400], [-3.723627, -2.969227, 0.197300], [-2.501327, -2.367627, -0.257400], [-1.530427, -1.877727, -0.606300], [-4.512727, -2.251627, -0.051300], [-3.681727, -3.136427, 1.273200], [-3.906927, -3.907027, -0.324200], [7.310473, -4.526927, 1.208600], [5.632773, -3.252827, 0.876700], [4.793673, -3.508327, -0.189000], [3.719073, -2.663027, -0.404800], [3.492573, -1.585027, 0.435900], [4.345873, -1.362627, 1.505400], [5.422273, -2.196827, 1.739400], [2.339873, -0.602227, 0.199300], [2.436873, 0.476773, 0.789800], [1.438873, -0.982527, -0.567900], [4.968173, -4.354027, -0.838000], [3.045573, -2.828827, -1.229900], [4.146673, -0.514627, 2.141700], [6.077073, -2.018627, 2.579900]], "forces_ev_per_a": [[-0.753, -2.238, 1.193], [0.132, -0.099, -0.125], [-0.126, -0.008, -0.197], [0.023, -0.092, -0.791], [-0.578, -0.051, -0.336], [0.092, -0.198, -0.362], [-0.121, -0.017, -0.093], [-0.149, 0.007, -0.100], [-0.149, 0.077, -0.052], [-0.257, -0.379, -0.765], [-0.650, 0.493, 0.162], [0.124, 0.122, -0.125], [-0.241, -0.074, 0.045], [-0.613, 0.030, 0.166], [-0.069, 0.086, 0.082], [0.097, -0.084, -0.084], [-0.024, -0.068, 0.065], [-0.038, 0.268, 0.456], [0.319, -0.338, -0.553], [0.514, -0.225, -0.660], [0.001, -0.139, 0.049], [-0.045, 0.113, 0.046], [0.092, 0.120, 0.009], [0.699, 0.064, 0.187], [0.384, 0.358, -0.764], [0.043, 0.074, 0.021], [0.035, -0.024, 0.009], [-0.014, 0.000, 0.019], [0.033, -0.076, 0.004], [-0.035, -0.027, -0.013], [0.019, 0.050, -0.013], [0.110, 0.076, 0.051], [0.058, 0.029, 0.112], [-0.098, 0.013, -0.075], [-0.019, 0.017, 0.014], [0.044, 0.046, 0.092], [0.026, 0.063, 0.102], [-0.201, 0.017, -0.866], [0.069, 0.051, 0.284], [-0.008, 0.083, -0.091], [0.048, -0.429, 0.051], [-0.030, 0.738, -0.200], [-0.019, -0.187, 0.255], [0.143, 1.035, 0.213], [-0.427, -0.175, -0.811], [0.066, 0.021, 0.530], [0.238, 0.861, 0.808], [0.118, 0.104, 0.219], [0.008, 2.595, 0.627], [-0.033, -0.807, 0.066], [0.070, 0.155, 0.051], [-0.031, -0.077, -0.035], [0.021, -0.108, 0.101], [-0.011, -0.058, -0.010], [0.104, 0.149, 0.034], [0.094, -0.010, 0.516], [0.023, -0.094, -0.121], [0.032, -0.043, 0.037], [-0.029, -0.095, -0.024], [-0.052, -0.017, -0.148], [-0.085, -0.007, -0.031], [-0.656, -0.113, 0.126], [0.067, -0.205, 0.061], [0.436, 0.002, -0.058], [-0.002, -0.137, 0.103], [0.005, -0.045, -0.005], [0.053, -0.045, 0.024], [-0.352, 0.237, -0.073], [0.539, -0.448, 0.141], [0.079, -0.160, -0.105], [-0.110, 0.043, 0.056], [-0.153, 0.160, 0.035], [-0.075, 0.019, -0.037], [0.123, 0.034, 0.177], [0.851, -0.627, 0.396], [0.103, 0.606, 0.221], [0.162, -1.053, -0.208], [0.044, -0.027, -0.058], [-0.157, 0.003, -0.114], [-0.013, 0.116, 0.068], [0.082, -0.034, 0.017]], "mulliken_charge": [1.942, -0.808, -0.109, 0.124, -0.382, -0.735, -0.596, -0.804, -0.306, 0.422, -0.238, 0.390, -0.813, 0.637, -1.020, -0.420, -1.097, 0.088, 0.356, 1.181, -0.734, -0.376, -0.694, -0.487, -0.461, 0.444, 0.348, 0.343, 0.385, 0.380, 0.384, 0.399, 0.257, 0.438, 0.420, 0.410, 0.647, -0.630, 0.523, -0.685, 0.123, -0.329, -0.222, 0.223, 0.957, -0.056, 0.098, -0.944, -0.509, 0.668, -1.000, -0.741, -0.729, -0.287, 0.233, 0.428, 0.279, 0.354, 0.394, 0.414, 0.382, -1.176, 0.454, -0.367, 0.294, 0.284, 0.350, -0.033, 0.035, -0.601, -0.055, -0.037, -0.388, -0.636, 1.351, -0.839, -1.199, 0.376, 0.458, 0.504, 0.369]}